Entry 1:
This record from the OMol25 dataset describes C25H36GaNO3 as an isolated structure. The level of theory is ωB97M-V/def2-TZVPD.

Geometry as XYZ:
```
66
Properties=species:S:1:pos:R:3:forces:R:3:nbo_charge:R:1
Ga 0.6704 0.8719 -2.0469 0.026 0.194 -0.016 0.565
C -1.7277 -0.2238 0.4216 -0.054 -0.019 -0.005 -0.265
O -1.9065 -0.8730 -0.8283 0.073 0.003 -0.015 -0.543
C -1.7855 -2.2698 -0.7109 -0.090 -0.025 0.013 -0.100
C -2.0185 -2.9066 -2.0656 -0.035 -0.021 0.041 -0.068
O -0.9383 -2.8682 -2.9741 0.009 0.029 -0.032 -0.527
C -0.0183 -3.9329 -2.8872 0.011 -0.030 -0.009 -0.074
C 1.3326 -3.5731 -2.3119 0.087 -0.160 0.129 -0.088
O 2.0525 -2.8066 -3.2469 -0.020 0.023 -0.011 -0.547
C 3.1627 -2.1662 -2.6520 -0.008 0.017 -0.003 -0.254
H -2.5919 -0.4171 1.0743 0.015 -0.018 0.016 0.140
H -0.8153 -0.5771 0.9108 0.011 0.008 0.000 0.199
H -1.6379 0.8414 0.2259 -0.030 0.011 0.000 0.219
H -0.8115 -2.5368 -0.2830 0.016 -0.012 -0.032 0.208
H -2.5658 -2.6561 -0.0308 0.022 0.021 0.033 0.144
H -2.3368 -3.9489 -1.9134 0.017 -0.004 -0.003 0.144
H -2.8397 -2.3676 -2.5453 0.003 -0.001 -0.012 0.186
H -0.4389 -4.7597 -2.2990 -0.008 0.023 0.028 0.156
H 0.1465 -4.2971 -3.9086 0.007 -0.019 0.007 0.170
H 1.2567 -3.0503 -1.3500 -0.180 0.169 -0.140 0.211
H 1.8690 -4.5185 -2.1057 0.015 0.000 -0.040 0.139
H 3.9384 -2.8996 -2.3835 -0.002 -0.001 0.012 0.137
H 3.5631 -1.4665 -3.3841 0.003 -0.005 -0.005 0.179
H 2.8658 -1.6177 -1.7540 0.003 0.004 -0.001 0.223
C 1.4739 -1.8434 0.6856 0.196 -0.063 0.171 -0.134
C 1.2866 -2.7082 1.7080 -0.084 -0.065 -0.078 -0.237
C 1.1463 -4.1438 1.4884 0.009 -0.005 -0.004 -0.365
C 0.9302 -5.0104 2.5319 0.005 0.013 0.011 -0.179
C 0.8221 -4.5859 3.8622 0.003 -0.019 0.009 -0.434
C 0.9434 -3.2079 4.0981 0.005 0.004 -0.018 -0.188
C 1.1647 -2.2950 3.0985 -0.010 0.029 0.016 -0.348
H 1.2252 -4.5286 0.4783 0.003 -0.003 0.009 0.184
H 0.8379 -6.0696 2.3013 -0.001 0.001 0.002 0.177
H 0.6481 -5.2861 4.6691 -0.002 0.000 -0.003 0.179
H 0.8602 -2.8337 5.1157 -0.001 -0.001 0.000 0.181
H 1.2504 -1.2423 3.3351 -0.011 -0.013 -0.003 0.199
C 1.6266 1.6450 2.8050 -0.013 0.033 0.023 -0.605
C 1.4018 2.0848 1.3620 0.008 0.022 -0.014 -0.250
C 2.6869 2.6919 0.7895 -0.007 -0.017 -0.009 -0.599
C 0.2388 3.0303 1.1665 -0.015 -0.005 -0.025 -0.117
C -0.1860 3.8674 2.1820 0.009 -0.038 0.005 -0.216
C -1.2463 4.7558 2.0188 -0.024 0.025 0.003 -0.341
C -1.8922 4.7736 0.7877 0.008 -0.007 0.014 -0.209
C -1.5117 3.9595 -0.2676 0.080 0.001 -0.017 -0.123
C -2.2905 4.0660 -1.5656 -0.029 0.013 0.002 -0.217
C -1.4326 4.5707 -2.7296 -0.008 0.003 -0.011 -0.609
C -3.0105 2.7661 -1.9349 -0.013 -0.009 -0.018 -0.608
C -0.3960 3.0552 -0.1345 0.002 0.034 0.032 0.294
N 0.0257 2.2861 -1.1317 -0.012 -0.085 -0.120 -1.348
H 2.3636 0.8389 2.8370 0.006 0.005 -0.005 0.208
H 0.7019 1.2806 3.2588 0.008 -0.013 -0.008 0.208
H 2.0054 2.4645 3.4261 -0.005 0.000 0.000 0.176
H 1.1805 1.1932 0.7663 0.007 -0.027 0.046 0.247
H 2.9274 3.6241 1.3125 0.011 -0.012 0.016 0.178
H 2.5534 2.9105 -0.2704 -0.007 0.022 0.000 0.229
H 3.5302 2.0029 0.9006 -0.005 -0.009 -0.020 0.189
H 0.3181 3.8265 3.1436 -0.007 -0.003 -0.001 0.182
H -1.5679 5.3984 2.8308 -0.002 0.002 -0.003 0.177
H -2.7352 5.4466 0.6379 0.002 0.005 0.003 0.172
H -3.0678 4.8229 -1.3898 0.002 -0.008 0.013 0.168
H -0.6142 3.8753 -2.9110 -0.002 -0.005 0.005 0.248
H -1.0097 5.5517 -2.4959 0.001 0.002 0.003 0.188
H -2.0349 4.6632 -3.6409 0.003 0.000 -0.003 0.172
H -2.2902 1.9801 -2.1572 0.003 0.003 0.025 0.246
H -3.6508 2.9170 -2.8119 0.006 -0.001 -0.007 0.173
H -3.6381 2.4264 -1.1074 -0.008 0.003 0.000 0.196
```
Forces are in eV/Å.

Net charge ... -2
LUMO (spin up / spin down) ... 5.05 / 5.05 eV
2S+1 ... 1
DFT total energy ... -86511.5100 eV
F_max ... 0.283 eV/Å
Energy relative to the best compared isomer or geometry (same formula, charge and spin) ... 27.4 kJ/mol

Entry 2:
This record from the OMol25 dataset describes a 6-piece molecular cluster, C25H36N2O15PS overall at a distorted geometry. The level of theory is ωB97M-V/def2-TZVPD.

Geometry as XYZ:
```
80
Properties=species:S:1:pos:R:3:forces:R:3:mulliken_charge:R:1
C 0.0734 -1.9510 2.6758 0.268 0.017 0.376 0.136
C 0.2540 -1.6583 1.5286 -1.157 -0.505 -0.742 -1.516
C 0.3712 -1.7437 0.0621 1.330 -0.527 -0.295 0.311
C 1.9178 -2.0656 -0.1233 -1.377 0.389 1.956 -0.425
C 1.9148 -3.5529 0.3577 1.662 0.763 -1.378 -0.988
N 0.4786 -4.0506 0.3111 1.933 -1.729 -0.369 0.157
C -0.2104 -3.0628 -0.5407 -1.847 2.420 0.965 0.059
N 0.2614 -3.0167 -1.9313 -0.284 -0.898 0.143 -0.308
C 0.2802 -4.0938 -2.4936 0.833 -0.831 0.499 0.577
S 0.5252 -5.5834 -2.8909 -0.272 0.220 -0.532 -0.300
P -2.1029 -3.0052 -0.6611 -1.141 -0.056 -0.831 0.159
C -2.7509 -4.6864 -0.1780 1.109 1.203 0.564 -1.146
C -2.8089 -1.8738 0.6248 0.100 -0.137 0.148 -0.603
C -2.9310 -0.4146 0.1472 0.069 0.040 0.484 -1.040
H -0.0305 -2.2301 3.6974 -0.024 0.231 0.147 0.494
H -0.0455 -0.9047 -0.4846 0.313 0.209 0.028 0.230
H 2.3501 -1.8684 -1.0942 -0.155 -0.215 -0.107 0.075
H 2.3709 -1.4385 0.6400 0.612 -0.037 -0.354 0.623
H 2.4582 -3.7255 1.2799 -0.619 -0.031 0.349 0.311
H 2.4644 -4.0899 -0.4196 -0.256 -0.405 0.181 0.448
H 0.5945 -5.0013 -0.0631 -0.657 0.197 -0.572 0.423
H 0.0546 -4.2322 1.2209 -0.198 0.894 0.109 0.420
H -2.1378 -5.4240 -0.6885 -0.345 -0.271 -0.021 0.298
H -3.7754 -4.6959 -0.5338 0.008 -0.299 -0.055 0.443
H -2.7062 -4.7879 0.9094 -0.136 -0.311 -0.053 0.442
H -3.8278 -2.2454 0.7752 0.103 -0.244 -0.093 0.491
H -2.3303 -1.9579 1.6006 0.050 0.076 -0.103 0.398
H -3.8811 -0.2537 -0.3591 0.127 -0.053 -0.224 0.416
H -2.9381 0.2456 1.0183 0.044 0.005 -0.051 0.308
H -2.1177 -0.0931 -0.5046 -0.043 -0.060 -0.048 0.119
C -0.5827 2.5689 -0.2350 -0.321 0.083 0.048 -0.481
C 0.3883 3.7214 -0.1620 -0.181 0.458 -0.039 -0.329
O 1.6247 3.0723 0.1608 -0.175 -0.283 -0.059 -0.364
C 1.5366 1.7913 -0.2507 0.111 0.215 -0.013 0.474
O 2.4505 1.0296 -0.2826 -0.046 -0.262 -0.052 -0.503
O 0.2686 1.4821 -0.6281 0.167 0.057 0.092 -0.158
H -1.3751 2.7256 -0.9623 0.102 -0.164 -0.120 0.368
H -1.0297 2.3336 0.7328 0.067 -0.022 0.008 0.319
H 0.5013 4.2380 -1.1159 0.027 -0.054 -0.005 0.291
H 0.1205 4.4447 0.6046 0.183 -0.036 0.076 0.317
C 3.2656 -0.6722 -3.5390 0.121 -0.188 0.193 -0.294
C 1.8199 -0.2539 -3.6784 -0.264 -0.157 0.148 0.679
O 1.9281 1.0586 -4.2242 0.159 -0.104 0.047 -0.362
C 3.1309 1.1506 -4.8578 0.059 0.046 -0.043 0.524
O 3.4566 2.0498 -5.5517 0.018 0.089 -0.051 -0.491
O 3.9030 0.0652 -4.5800 -0.215 0.040 0.049 -0.371
H 3.4136 -1.7421 -3.6779 0.108 0.052 -0.184 0.312
H 3.6957 -0.3733 -2.5793 -0.049 0.065 -0.010 0.315
H 1.2658 -0.8837 -4.3785 0.036 0.004 -0.016 0.282
H 1.2927 -0.2326 -2.7260 -0.019 0.197 -0.039 -0.562
C -3.5439 -8.5205 -5.1320 -0.093 -0.238 -0.210 -0.293
C -2.7207 -7.4123 -5.7454 0.082 -0.057 -0.295 -0.282
O -2.8919 -6.3466 -4.8030 -0.009 -0.119 0.135 -0.297
C -3.2137 -6.8962 -3.6103 -0.073 -0.038 -0.073 0.589
O -3.2608 -6.2934 -2.5837 0.082 0.015 -0.006 -0.486
O -3.4739 -8.2144 -3.7338 0.074 0.176 -0.046 -0.316
H -3.1412 -9.5100 -5.3314 0.025 -0.013 0.211 0.294
H -4.5882 -8.4915 -5.4463 0.008 0.050 0.030 0.262
H -1.6597 -7.6620 -5.8057 -0.011 0.000 0.049 0.233
H -3.0715 -7.1169 -6.7306 -0.040 0.186 0.090 0.292
C 2.6444 5.6505 2.9479 0.125 -0.387 0.177 0.030
C 3.6218 6.4198 2.0925 0.246 -0.066 -0.063 -0.396
O 2.7935 7.4423 1.5278 -0.137 -0.112 0.181 -0.366
C 1.7302 7.6206 2.3490 0.067 0.097 -0.086 0.604
O 0.9420 8.5009 2.2568 -0.128 0.037 0.026 -0.509
O 1.6805 6.6458 3.2969 0.150 0.038 -0.215 -0.265
H 3.1058 5.2292 3.8378 -0.148 0.114 0.113 0.370
H 2.1409 4.8518 2.3982 0.036 0.024 -0.047 -0.114
H 4.4133 6.8889 2.6792 -0.055 0.028 0.025 0.271
H 4.0736 5.8116 1.3128 -0.106 0.128 -0.137 0.330
C -1.7668 6.9627 6.0395 -0.199 0.160 -0.025 -0.362
C -0.3522 7.4414 5.8174 0.007 0.325 -0.217 0.093
O 0.3921 6.6638 6.7619 -0.223 -0.126 -0.005 -0.333
C -0.3190 5.5409 7.0263 0.045 0.030 0.005 0.658
O 0.0932 4.6091 7.6341 0.031 -0.117 0.015 -0.526
O -1.5669 5.6206 6.4952 0.147 0.071 0.006 -0.342
H -2.3663 6.9768 5.1326 -0.002 -0.188 0.017 0.303
H -2.2854 7.5274 6.8165 0.033 -0.037 0.030 0.265
H 0.0116 7.2182 4.8165 -0.016 -0.010 0.010 -0.023
H -0.2322 8.5047 6.0097 0.142 -0.061 0.154 0.334
```
Forces are in eV/Å.

Net charge ... +1
LUMO ... -3.52 eV
2S+1 ... 1
DFT total energy ... -80316.2622 eV
F_max ... 3.194 eV/Å

Entry 3:
This record from the OMol25 dataset describes one molecule with the formula C25H36N4O4 at a distorted geometry. The level of theory is ωB97M-V/def2-TZVPD.

Geometry as XYZ:
```
69
Properties=species:S:1:pos:R:3:forces:R:3:nbo_charge:R:1
C 5.5315 2.1504 3.4628 -0.016 0.014 -0.232 -0.604
C 5.6072 2.7363 2.0577 0.102 0.079 0.134 -0.398
C 5.6448 4.2670 2.0642 -0.131 -0.131 0.047 -0.400
C 4.2962 4.9299 2.3618 0.159 0.085 -0.159 -0.389
C 3.4216 5.1466 1.1187 -0.088 -0.106 0.322 -0.489
C 2.9287 3.8314 0.5436 0.204 0.535 -0.129 0.689
O 2.0356 3.1940 1.0545 -0.184 -0.186 0.190 -0.613
N 3.5954 3.4507 -0.5878 0.279 0.197 -0.261 -0.630
C 3.4473 2.2707 -1.3248 0.052 -0.320 -0.152 0.234
C 4.4643 1.9173 -2.2097 -0.119 0.064 0.137 -0.265
C 4.3652 0.7551 -2.9539 -0.027 -0.006 0.000 -0.195
C 3.2610 -0.0641 -2.8282 -0.118 0.011 0.077 -0.208
C 2.2309 0.2888 -1.9545 0.742 0.308 -0.248 0.011
C 1.0637 -0.5612 -1.8258 -0.926 -0.463 0.282 0.167
N 0.9878 -1.7143 -2.3667 0.865 0.404 -0.222 -0.083
O -0.2036 -2.3128 -2.0954 -0.581 -0.298 0.218 -0.361
C -1.0420 -1.4444 -1.3036 -0.253 0.236 0.144 0.242
C -0.1766 -0.2032 -1.0456 0.077 -0.140 -0.170 -0.504
C -2.3625 -1.1718 -2.0361 0.122 0.037 0.097 -0.425
C -3.3562 -0.9127 -0.9122 -0.240 0.274 -0.347 -0.144
C -3.4340 0.5951 -0.5679 -0.202 -0.457 -0.014 0.667
N -4.3144 0.8661 0.4005 -0.374 0.256 0.440 -0.822
O -2.7815 1.4336 -1.1534 0.244 0.319 -0.246 -0.636
N -2.8529 -1.7171 0.2018 -0.080 0.205 -0.189 -0.431
C -3.6467 -2.0923 1.2234 0.347 -0.029 0.088 0.720
O -4.7827 -1.6476 1.3402 -0.337 -0.134 0.070 -0.677
C -3.0379 -3.0355 2.2414 -0.400 -0.041 0.200 -0.507
C -4.1112 -3.7981 3.0210 0.100 -0.135 -0.024 -0.394
C -4.5540 -5.0784 2.3135 -0.099 0.324 -0.060 -0.388
C -5.1869 -4.8283 0.9468 -0.064 -0.299 0.173 -0.397
C -5.7358 -6.1139 0.3403 0.101 0.234 -0.027 -0.599
C -1.5042 -2.1837 -0.0382 0.538 -0.410 -0.043 -0.223
C 2.3250 1.4606 -1.2078 -0.173 -0.189 -0.024 -0.281
H 6.3831 2.4725 4.0588 0.079 0.013 0.100 0.198
H 4.6209 2.4640 3.9668 -0.093 0.001 0.124 0.202
H 5.5346 1.0640 3.4176 -0.018 -0.100 0.087 0.212
H 6.5124 2.3647 1.5707 -0.054 -0.040 -0.068 0.201
H 4.7531 2.3813 1.4810 0.053 -0.079 -0.089 0.201
H 6.0161 4.6284 1.1011 0.068 0.089 -0.017 0.188
H 6.3666 4.5830 2.8212 0.083 0.029 -0.053 0.206
H 3.7370 4.3285 3.0786 -0.060 0.050 0.094 0.215
H 4.4731 5.9077 2.8152 -0.082 -0.035 0.040 0.210
H 3.9698 5.7230 0.3711 -0.001 0.039 -0.006 0.197
H 2.5386 5.7148 1.4174 -0.002 -0.038 -0.135 0.239
H 4.3876 4.0150 -0.8615 -0.202 0.001 0.125 0.397
H 5.3328 2.5537 -2.3099 0.096 0.062 0.004 0.205
H 5.1602 0.4898 -3.6347 0.061 -0.022 -0.055 0.217
H 3.1702 -0.9751 -3.3964 0.033 -0.091 -0.092 0.231
H -0.6462 0.7084 -1.4155 0.041 -0.025 0.071 0.275
H 0.0499 -0.0646 0.0128 -0.001 0.057 0.029 0.229
H -2.2901 -0.3170 -2.7056 -0.006 -0.054 -0.002 0.251
H -2.6325 -2.0595 -2.6086 -0.027 -0.037 0.059 0.228
H -4.3736 -1.2418 -1.1542 0.132 0.027 0.025 0.237
H -4.4296 1.8184 0.7065 0.079 -0.021 -0.075 0.399
H -4.8021 0.1057 0.8681 0.085 0.088 -0.074 0.435
H -2.3576 -3.7378 1.7604 0.114 0.029 -0.005 0.217
H -2.4515 -2.4155 2.9260 0.090 0.006 -0.069 0.240
H -4.9716 -3.1405 3.1564 0.042 -0.014 0.096 0.228
H -3.7226 -4.0595 4.0071 -0.004 0.064 0.008 0.206
H -3.6945 -5.7451 2.1975 0.012 -0.092 0.029 0.189
H -5.2810 -5.5895 2.9490 0.011 -0.094 0.008 0.203
H -4.4442 -4.4022 0.2683 0.007 0.096 -0.072 0.183
H -5.9907 -4.0977 1.0524 0.045 0.087 -0.041 0.211
H -4.9428 -6.8497 0.2213 0.041 -0.128 -0.035 0.199
H -6.5035 -6.5409 0.9819 -0.084 -0.083 0.043 0.201
H -6.1739 -5.9209 -0.6361 -0.062 -0.074 -0.101 0.208
H -0.8554 -1.9805 0.8178 0.013 -0.059 -0.096 0.207
H -1.4872 -3.2610 -0.2475 0.041 0.102 0.040 0.211
H 1.5409 1.7456 -0.5281 -0.052 0.007 0.031 0.255
```
Forces are in eV/Å.

Net charge ... 0
Structure (SMILES) ... CCCCCC(=O)Nc1cccc(C2=NO[C@@]3(C2)C[C@H](C(N)=O)N(C(=O)CCCCC)C3)c1
LUMO ... 0.65 eV
2S+1 ... 1
DFT total energy ... -40661.0287 eV
F_max ... 1.073 eV/Å
Energy relative to the best compared isomer or geometry (same formula, charge and spin) ... 44.4 kJ/mol